{
  "formula": "C46H39Cl60NO6S",
  "method": "ωB97M-V/def2-TZVPD",
  "orbital_gap_ev": 8.441,
  "symbols": ["C", "C", "C", "C", "C", "C", "C", "C", "C", "C", "C", "C", "C", "C", "C", "C", "O", "C", "S", "C", "O", "O", "C", "C", "C", "C", "C", "O", "C", "C", "C", "C", "N", "C", "O", "C", "C", "C", "O", "H", "H", "H", "H", "H", "H", "H", "H", "H", "H", "H", "H", "H", "H", "H", "H", "H", "H", "H", "H", "H", "H", "H", "H", "H", "H", "H", "H", "H", "H", "H", "H", "H", "H", "H", "H", "H", "H", "H", "C", "Cl", "Cl", "Cl", "Cl", "C", "Cl", "Cl", "Cl", "Cl", "C", "Cl", "Cl", "Cl", "Cl", "C", "Cl", "Cl", "Cl", "Cl", "C", "Cl", "Cl", "Cl", "Cl", "C", "Cl", "Cl", "Cl", "Cl", "C", "Cl", "Cl", "Cl", "Cl", "C", "Cl", "Cl", "Cl", "Cl", "C", "Cl", "Cl", "Cl", "Cl", "C", "Cl", "Cl", "Cl", "Cl", "C", "Cl", "Cl", "Cl", "Cl", "C", "Cl", "Cl", "Cl", "Cl", "C", "Cl", "Cl", "Cl", "Cl", "C", "Cl", "Cl", "Cl", "Cl", "C", "Cl", "Cl", "Cl", "Cl"],
  "coordinates": [[-8.8784, -2.3769, 3.2297], [-9.0765, -3.8824, 3.0114], [-7.8517, -4.6078, 2.4276], [-6.5159, -4.2604, 3.1093], [-6.5456, -4.3692, 4.6575], [-5.4378, -5.3070, 5.2049], [-4.1286, -4.4929, 5.4256], [-3.1845, -4.6406, 4.2164], [-1.9054, -3.7788, 4.4159], [-1.3625, -3.2953, 3.0429], [-1.1913, -1.7423, 2.9475], [0.0373, -1.4569, 2.1067], [1.3349, -1.4118, 2.6597], [1.4582, -1.5998, 4.1495], [1.7539, -0.2778, 4.9244], [0.5453, 0.6157, 5.1795], [-0.2396, 0.8566, 4.0235], [2.4467, -1.1990, 1.8288], [4.1563, -1.1714, 2.3941], [4.9147, -2.6504, 1.7353], [4.3309, -1.2455, 3.8290], [4.8743, -0.0171, 1.8902], [2.2700, -0.9724, 0.4440], [3.3995, -0.7133, -0.5284], [0.9858, -0.9818, -0.0668], [-0.1300, -1.2361, 0.7439], [-1.4863, -1.2181, 0.0762], [-2.3564, -2.0226, 0.2975], [-1.6455, -0.1129, -0.9237], [-2.8100, 0.6187, -1.0182], [-2.8793, 1.6565, -1.9435], [-1.7764, 1.9102, -2.7388], [-1.7847, 2.9990, -3.6894], [-2.5425, 2.8762, -4.6380], [-3.1967, 2.6865, -5.5765], [-0.6019, 1.1725, -2.6534], [-0.5367, 0.1456, -1.7270], [0.6859, -0.7010, -1.5217], [1.3175, -1.1327, -2.4530], [-9.6652, -2.0344, 3.9091], [-7.9333, -2.1264, 3.7100], [-9.0061, -1.8325, 2.2936], [-9.3405, -4.3804, 3.9458], [-9.8977, -4.0236, 2.3057], [-7.7324, -4.4185, 1.3552], [-8.0001, -5.6903, 2.5243], [-6.1974, -3.2567, 2.8168], [-5.7731, -4.9695, 2.7367], [-6.4427, -3.3856, 5.1155], [-7.4980, -4.8273, 4.9423], [-5.7224, -5.7253, 6.1716], [-5.2609, -6.0886, 4.4640], [-3.5722, -4.8493, 6.2981], [-4.3444, -3.4292, 5.5393], [-2.9136, -5.6793, 4.0200], [-3.6816, -4.2376, 3.3308], [-2.1147, -2.9249, 5.0623], [-1.1426, -4.4204, 4.8623], [-0.3459, -3.6963, 2.9449], [-1.9130, -3.6927, 2.1919], [-2.0814, -1.3220, 2.4902], [-1.0827, -1.3931, 3.9645], [2.2479, -2.2961, 4.4320], [0.5404, -1.9907, 4.5815], [2.2883, -0.4847, 5.8459], [2.4363, 0.3118, 4.3059], [0.9399, 1.5827, 5.5188], [-0.0596, 0.2536, 6.0185], [-0.0668, 1.7365, 3.6825], [4.4880, -3.4807, 2.3019], [4.6912, -2.7805, 0.6798], [5.9781, -2.5864, 1.9562], [3.4218, 0.3566, -0.7550], [3.2981, -1.3027, -1.4340], [4.3701, -0.9485, -0.1208], [-3.6464, 0.3865, -0.3711], [-3.7753, 2.2601, -2.0072], [0.2582, 1.3845, -3.2964], [3.6334, 3.4159, 2.7986], [2.8144, 2.0667, 2.0097], [5.3722, 3.2824, 2.5414], [3.0522, 4.9410, 2.1173], [3.2889, 3.3737, 4.5354], [4.9261, -0.0766, 8.1034], [4.7483, -0.5140, 6.4079], [5.0490, 1.6836, 8.2498], [3.5137, -0.6442, 9.0108], [6.3867, -0.8219, 8.7617], [-12.4300, -2.7018, 0.7428], [-11.6824, -1.1753, 1.2196], [-12.7839, -3.6572, 2.1876], [-13.9296, -2.3806, -0.1332], [-11.3192, -3.5993, -0.2987], [7.4017, 1.1764, -2.4670], [6.7394, -0.2962, -3.1856], [9.1405, 1.2897, -2.8029], [6.5904, 2.5819, -3.1616], [7.1435, 1.1505, -0.7245], [4.3233, 8.5692, 0.7004], [2.6731, 8.1664, 1.1913], [4.3718, 10.2341, 0.1126], [5.4043, 8.3983, 2.0862], [4.8354, 7.4717, -0.5855], [2.4227, 3.1870, -5.8218], [4.1070, 2.7444, -5.5288], [1.3455, 2.4389, -4.6211], [2.2664, 4.9436, -5.7370], [1.9428, 2.6264, -7.4255], [4.8870, 1.3740, -9.6854], [5.4458, 2.9251, -9.0487], [4.4932, 0.2960, -8.3432], [3.4415, 1.6342, -10.6654], [6.1593, 0.6505, -10.6751], [10.3627, -0.6144, 8.2126], [9.5905, -1.0455, 6.6830], [9.7227, 0.9305, 8.7840], [10.0333, -1.8703, 9.4144], [12.1078, -0.4753, 7.9726], [1.6023, 5.3477, -12.1881], [1.8231, 7.0811, -11.9298], [1.6747, 4.5047, -10.6377], [0.0313, 5.0581, -12.9440], [2.8847, 4.7429, -13.2435], [-9.1661, -7.2849, 6.7677], [-10.3269, -6.3563, 5.8110], [-9.9832, -8.6628, 7.5119], [-7.8684, -7.8611, 5.7184], [-8.4839, -6.2503, 8.0279], [9.3050, -1.4017, -6.7684], [7.7294, -1.0512, -7.4898], [9.4968, -0.4423, -5.2971], [9.4013, -3.1220, -6.3679], [10.5834, -0.9903, -7.9181], [-12.1125, -0.6871, 6.4481], [-12.4553, -1.2754, 4.8186], [-12.0376, 1.0783, 6.4348], [-13.3907, -1.2149, 7.5478], [-10.5615, -1.3396, 6.9902], [-4.5284, 6.2988, -6.9190], [-4.3431, 4.5447, -6.8742], [-5.4067, 6.7871, -8.3770], [-5.4262, 6.8296, -5.4901], [-2.9289, 7.0529, -6.9193], [12.9468, 1.4485, -10.0303], [11.3569, 1.7727, -10.7284], [13.1486, 2.3998, -8.5563], [13.0746, -0.2715, -9.6394], [14.2039, 1.8825, -11.1923], [3.9951, 10.6091, -13.2660], [4.5929, 12.2562, -13.0457], [5.3502, 9.4770, -13.2250], [2.8637, 10.2154, -11.9659], [3.1678, 10.4830, -14.8212]],
  "mulliken_charge": [-0.73, 0.90, -1.19, -0.83, 0.28, -1.03, -0.80, -0.31, -0.97, -0.68, -1.99, 0.26, 0.58, -1.69, 0.80, -1.15, -0.42, 0.49, 1.63, -1.23, -0.58, -0.68, 1.04, -2.24, 0.96, 0.11, -0.44, -0.60, 0.23, -0.60, -0.66, 0.87, -0.54, 0.77, -0.50, 0.05, -0.10, -0.46, -0.55, -0.05, 0.32, 0.21, -0.23, -0.06, 0.39, 0.28, 0.38, 0.60, 0.34, -0.29, 0.38, 0.46, 0.38, 0.30, 0.24, 0.16, 0.45, 0.27, 0.47, 0.63, 0.61, 0.76, 0.67, 0.18, -0.05, -0.11, 0.55, 0.32, 0.30, 0.40, 0.39, 0.45, 0.33, 0.41, 0.40, 0.56, 0.48, -0.15, 0.09, 0.08, -0.09, -0.03, -0.09, 0.28, 0.10, -0.13, -0.13, -0.05, 0.33, -0.08, -0.09, -0.10, -0.10, 0.33, -0.10, -0.12, -0.08, -0.04, 0.35, -0.10, -0.11, -0.09, -0.06, 0.23, -0.04, -0.08, -0.12, -0.03, 0.29, -0.09, -0.05, -0.07, -0.10, 0.32, -0.06, -0.08, -0.09, -0.11, 0.24, -0.03, 0.00, -0.10, -0.11, 0.33, -0.09, -0.11, -0.08, -0.10, 0.15, -0.01, 0.00, -0.11, 0.00, 0.28, -0.01, -0.10, -0.10, -0.08, 0.36, -0.01, -0.11, -0.11, -0.10, 0.36, -0.07, -0.09, -0.10, -0.11, 0.36, -0.10, -0.09, -0.09, -0.09]
}